Record 1
The following is a quantum chemistry calculation of a molecular structure, C11H14F12NO6S2 at a distorted geometry, from OMol25.

Each line ends with the Mulliken charge.
Element x y z (Å)
O  1.296  2.835  2.593  -0.73
S  0.021  2.171  2.698  1.26
O  -0.093  1.168  3.734  -0.66
C  -1.170  3.471  3.112  -0.94
C  -1.845  3.273  4.465  -0.93
C  -3.045  2.338  4.478  1.07
F  -4.172  3.010  4.844  -0.34
F  -2.915  1.344  5.369  -0.29
F  -3.316  1.784  3.293  -0.27
N  -0.601  1.728  1.272  -0.30
S  0.129  0.698  0.315  0.99
O  -0.270  1.004  -1.034  -0.68
O  1.531  0.481  0.538  -0.68
C  -0.713  -0.978  0.504  0.43
F  -2.038  -0.767  0.606  -0.28
F  -0.509  -1.602  -0.672  -0.24
C  -0.243  -1.992  1.620  0.67
F  0.760  -1.516  2.361  -0.26
F  0.216  -3.105  0.999  -0.33
C  -1.377  -2.463  2.574  0.57
F  -2.248  -3.207  1.861  -0.33
F  -2.023  -1.438  3.110  -0.19
C  -0.871  -3.341  3.761  0.58
F  -0.408  -2.588  4.746  -0.22
F  -1.905  -4.053  4.234  -0.28
F  0.076  -4.200  3.393  -0.25
H  -0.599  4.396  3.142  0.42
H  -1.904  3.531  2.313  0.44
H  -1.145  2.935  5.225  0.38
H  -2.228  4.244  4.785  0.42
C  3.914  -0.535  -4.679  -0.71
O  3.124  0.179  -5.611  -0.37
C  2.302  -0.651  -6.412  -0.49
C  0.875  -0.696  -5.908  -0.51
O  0.780  -1.345  -4.659  -0.38
C  0.645  -0.450  -3.555  -0.73
H  4.372  0.195  -4.014  0.25
H  3.311  -1.223  -4.084  0.31
H  4.706  -1.096  -5.191  0.32
H  2.708  -1.668  -6.455  0.31
H  2.313  -0.239  -7.428  0.37
H  0.269  -1.264  -6.625  0.38
H  0.468  0.319  -5.851  0.33
H  -0.339  0.023  -3.558  0.40
H  1.416  0.322  -3.569  0.34
H  0.744  -1.031  -2.643  0.15

Results
net charge: -1
E_HOMO: -6.601 eV
gap between HOMO and LUMO: 9.50 eV

---

Record 2
The following is a quantum chemistry calculation of 4 unconnected molecules or ions with the total composition C2H14N2O3 at a distorted geometry, from OMol25.

Each line ends with the Mulliken charge.
Element x y z (Å)
N  -0.630  -0.662  -1.649  -0.54
C  -1.339  -1.034  -0.360  -0.51
C  -0.595  -0.410  0.818  -0.33
N  0.912  -0.309  0.754  -0.58
H  -1.247  -0.585  -2.460  0.23
H  0.027  -1.469  -1.802  0.20
H  -1.259  -2.126  -0.194  0.21
H  -2.436  -0.855  -0.422  0.36
H  -1.108  0.568  1.001  0.22
H  -0.808  -1.061  1.748  0.26
H  1.294  -0.464  -0.085  0.26
H  1.229  0.549  0.947  0.24
O  1.571  -4.032  -0.610  -0.66
H  2.513  -4.168  -0.332  0.32
H  1.359  -3.147  -0.303  0.33
O  -0.220  3.171  1.930  -0.61
H  0.212  3.854  1.456  0.31
H  -0.502  3.568  2.825  0.29
O  0.548  3.177  -1.099  -0.66
H  0.394  2.643  -0.332  0.33
H  0.088  2.792  -1.830  0.31

Results
net charge: 0
E_HOMO: -9.232 eV
gap between HOMO and LUMO: 9.89 eV
ΔE to the lowest compared entry with this formula, charge and spin: 43.2 kcal per mole

---

Record 3
The following is a quantum chemistry calculation of a molecular structure, C3H6NdO3 at a distorted geometry, from OMol25.

Each line ends with the Mulliken charge.
Element x y z (Å)
O  1.015  0.867  -1.526  -0.75
C  1.304  1.471  -0.437  0.48
C  0.129  1.666  0.526  -0.36
O  -0.893  0.726  0.233  -0.24
C  -2.109  0.911  0.942  -0.71
Nd  -0.441  -0.884  -1.711  1.63
H  -0.249  2.693  0.406  0.35
H  0.444  1.537  1.573  0.37
H  -2.440  -0.076  1.281  0.28
H  -1.941  1.579  1.799  0.31
H  -2.870  1.335  0.272  0.31
O  2.445  1.530  0.033  -0.52
H  1.049  -1.840  -0.638  -0.14

Results
net charge: +1
E_HOMO (alpha / beta): -13.162 / -13.170 eV
gap between HOMO and LUMO (alpha / beta): 7.16 / 7.71 eV
ΔE to the lowest compared entry with this formula, charge and spin: 35.4 kcal per mole
2S+1: 4

---

Record 4
The following is a quantum chemistry calculation of a molecular structure, CHClN4OP at a distorted geometry, from OMol25.

Each line ends with the Mulliken charge.
Element x y z (Å)
C  -0.331  0.143  0.321  0.10
N  -0.440  1.950  -1.267  0.01
N  -1.161  1.804  -0.305  -0.28
N  0.575  0.238  -0.556  0.22
N  0.544  1.245  -1.524  -0.70
O  -1.278  -1.480  2.145  -0.43
P  0.028  -1.000  1.700  0.18
Cl  0.787  -2.344  0.241  -0.39
H  1.277  -0.555  -0.755  0.28

Results
net charge: -1
E_HOMO (alpha / beta): -1.082 / -4.547 eV
gap between HOMO and LUMO (alpha / beta): 4.87 / 5.94 eV
ΔE to the lowest compared entry with this formula, charge and spin: 33.8 kcal per mole
2S+1: 3

---

Record 5
The following is a quantum chemistry calculation of 2 unconnected molecules or ions with the total composition C8H16N2O4S at a distorted geometry, from OMol25.

Each line ends with the Mulliken charge.
Element x y z (Å)
C  2.748  0.157  -0.649  0.08
C  1.194  -0.034  -0.555  0.12
C  3.614  -0.973  -0.035  -0.35
C  -1.052  0.930  -0.302  -0.41
C  -1.536  2.386  -0.471  0.43
C  -1.607  0.422  1.039  -0.52
C  -3.078  -0.117  1.011  -0.81
C  -2.829  -2.573  -0.450  -0.87
H  4.165  1.558  0.251  0.33
H  2.713  1.002  1.040  0.29
H  3.056  0.242  -1.671  0.42
H  3.482  -0.945  1.135  0.30
H  3.416  -2.078  -0.463  0.19
H  5.549  -0.971  0.928  0.36
H  0.524  2.078  0.091  0.39
H  -1.310  0.072  -1.078  0.56
H  -0.973  -0.387  1.471  0.38
H  -1.602  1.323  1.716  0.25
H  -3.835  0.629  1.199  0.35
H  -3.105  -0.831  1.849  0.47
H  -3.281  -3.223  -1.158  0.41
H  -1.728  -2.667  -0.869  0.21
H  -3.164  -3.135  0.429  0.33
H  -2.994  1.566  -1.305  0.38
N  3.072  1.350  0.127  -0.73
N  0.378  1.055  -0.337  -0.21
O  0.623  -1.123  -0.861  -0.66
O  4.917  -0.539  -0.357  -0.56
O  -0.892  3.340  -0.186  -0.53
O  -2.813  2.459  -1.062  -0.50
S  -3.653  -0.976  -0.478  -0.09

Results
net charge: 0
E_HOMO: -8.940 eV
gap between HOMO and LUMO: 7.97 eV
ΔE to the lowest compared entry with this formula, charge and spin: 125.7 kcal per mole

---

Record 6
The following is a quantum chemistry calculation of a molecular structure, C20H24Br2CoN7O5, from OMol25.

Each line ends with the Mulliken charge.
Element x y z (Å)
Co  -0.396  -0.037  -0.168  -1.54
O  -2.047  -5.537  -0.099  -0.49
C  -3.105  -4.738  -0.092  0.39
O  -4.231  -5.126  0.006  -0.52
C  -2.857  -3.260  -0.215  0.32
C  -3.879  -2.338  -0.314  -0.23
N  -3.326  -1.116  -0.393  -0.37
N  -1.987  -1.194  -0.370  0.68
C  -1.696  -2.486  -0.245  -0.35
C  -0.229  -2.766  -0.163  1.00
O  0.218  -3.885  -0.232  -0.75
O  0.494  -1.675  -0.009  -0.53
H  -1.202  -5.062  -0.193  0.40
H  -4.946  -2.500  -0.338  0.55
H  -3.796  -0.233  -0.511  0.15
Br  -0.966  1.030  6.178  -0.04
C  -0.733  0.730  4.362  -0.23
C  0.207  -0.188  3.915  -0.85
C  0.343  -0.392  2.557  -0.40
N  -0.408  0.274  1.677  0.76
C  -1.294  1.201  2.097  0.79
C  -1.491  1.443  3.437  -0.91
C  -1.916  1.959  0.986  0.51
C  -2.815  2.994  1.133  -0.51
C  -3.282  3.638  -0.008  -0.31
Br  -4.499  5.030  0.144  -0.03
C  -2.827  3.232  -1.258  -0.72
C  -1.926  2.189  -1.320  -0.70
N  -1.492  1.561  -0.225  0.96
H  0.818  -0.748  4.609  0.49
H  1.027  -1.123  2.149  0.80
H  -2.201  2.186  3.772  0.56
H  -3.153  3.309  2.111  0.56
H  -3.160  3.721  -2.163  0.52
H  -1.540  1.841  -2.270  0.55
O  0.628  3.426  -0.350  -0.51
H  1.275  3.653  -1.029  0.27
H  0.219  4.274  -0.140  0.25
C  3.780  0.894  0.826  -1.07
N  3.580  0.359  -0.519  0.05
C  4.753  0.451  -1.396  -1.15
C  2.350  0.116  -0.988  0.78
N  1.278  0.758  -0.472  0.46
N  2.191  -0.722  -2.020  0.10
C  1.008  -0.703  -2.868  -1.26
C  3.064  -1.877  -2.236  -1.17
H  4.737  0.537  1.201  0.39
H  3.001  0.539  1.497  0.28
H  3.799  1.987  0.833  0.35
H  5.154  1.464  -1.340  0.40
H  4.480  0.245  -2.425  0.38
H  5.528  -0.248  -1.081  0.37
H  1.525  1.543  0.119  0.37
H  0.400  -1.597  -2.712  0.24
H  1.308  -0.682  -3.915  0.52
H  0.417  0.193  -2.677  0.31
H  3.789  -1.958  -1.435  0.38
H  3.581  -1.810  -3.194  0.34
H  2.449  -2.778  -2.229  0.39

Results
net charge: +2
E_HOMO (alpha / beta): -14.985 / -14.985 eV
gap between HOMO and LUMO (alpha / beta): 7.34 / 7.34 eV

---

Electronic energy / Ha: -2928.56826, -419.77108, -904.70507, -1134.38306, -1122.93028, -8066.37321